No. 1
DFT (the ωB97M-V functional and the def2-TZVPD basis) results for C24H40N3O6PdS2Si as an isolated structure.

Computed properties:
HOMO (spin up / spin down) (eV): -10.79 / -10.79
LUMO level (spin up / spin down) (Ha): -0.2298 / -0.2298
Energy above the lowest of the compared OMol25 structures with the same formula, charge and spin (kJ/mol): 97.8
Total charge: +1
F_max (eV/Å): 1.85
Frontier orbital gap (spin up / spin down) (eV): 4.54 / 4.54

Atoms and positions in Å:
Pd 1.4526 0.9465 -1.1283
C -0.3061 3.3863 -4.0704
Si -0.1192 3.3541 -2.2240
C 1.5366 3.9906 -1.7099
C -1.4544 4.2139 -1.2340
N -0.2108 1.5129 -1.7888
C -1.1239 0.7029 -2.2070
C -2.3809 1.1820 -2.7604
C -3.3161 0.3300 -3.2081
C -3.0794 -1.0824 -3.1506
C -1.9274 -1.6173 -2.6581
C -0.9165 -0.7638 -2.1704
O 0.1696 -1.1954 -1.6479
C 0.7006 -2.4847 -1.9459
C 1.0531 -3.2753 -0.8760
C 1.6421 -4.5025 -1.1366
C 1.8734 -4.8981 -2.4467
C 1.5346 -4.0605 -3.5009
C 0.9447 -2.8314 -3.2580
H -0.1923 4.4263 -4.3901
H -1.2567 3.0186 -4.4572
H 0.5011 2.7958 -4.5117
H 1.4826 5.0831 -1.7847
H 2.3300 3.6237 -2.3631
H 1.8065 3.7536 -0.6813
H -1.3354 5.2885 -1.3997
H -1.3101 4.0304 -0.1666
H -2.4844 3.9591 -1.4865
H -2.5549 2.2457 -2.7950
H -4.2468 0.7025 -3.6127
H -3.8513 -1.7560 -3.5040
H -1.7742 -2.6847 -2.6217
H 0.8997 -2.9200 0.1360
H 1.9353 -5.1415 -0.3148
H 2.3411 -5.8525 -2.6469
H 1.7540 -4.3513 -4.5192
H 0.7364 -2.1352 -4.0613
O 3.5044 1.3763 -2.2219
S 3.0778 0.2559 -3.1052
O 3.8578 0.0615 -4.2913
O 1.6250 0.6451 -3.4155
O 2.9814 -0.9931 -2.2518
C -3.2395 1.1904 3.5556
C -3.7158 -0.2555 3.4344
C -2.6330 -1.2625 3.0406
C -2.2012 -1.2073 1.5723
N -1.3765 -0.0516 1.2162
C -0.0840 0.1073 1.5103
S 0.6888 1.5868 1.0066
N 0.5401 -0.8190 2.2100
C 1.9486 -0.8212 2.6420
C 2.0435 -1.3608 4.0602
C 1.3830 -0.4608 5.1045
C 2.0463 0.9072 5.2318
H -4.0497 1.8311 3.9030
H -2.8875 1.6015 2.6083
H -2.4211 1.2725 4.2749
H -4.5443 -0.3214 2.7219
H -4.1242 -0.5684 4.3966
H -2.9987 -2.2750 3.2249
H -1.7640 -1.1259 3.6931
H -3.0834 -1.1671 0.9328
H -1.6577 -2.1151 1.2905
H -1.7985 0.7314 0.7461
H -0.0060 -1.6077 2.5273
H 2.3096 0.1998 2.5734
H 2.5348 -1.4117 1.9407
H 3.1036 -1.4828 4.2925
H 1.6093 -2.3667 4.0996
H 1.4059 -0.9733 6.0677
H 0.3217 -0.3293 4.8608
H 3.1218 0.8051 5.3902
H 1.6369 1.4599 6.0770
H 1.8971 1.5194 4.3394
O 3.1070 0.1429 0.0164
H 3.7705 0.8104 -0.2309
H 3.2170 -0.5216 -0.7425

***

No. 2
DFT (the ωB97M-V functional and the def2-TZVPD basis) results for a 14-piece molecular cluster, C5H40NO13 overall.

Computed properties:
HOMO (eV): -12.71
LUMO level (Ha): -0.0910
Energy above the lowest of the compared OMol25 structures with the same formula, charge and spin (kJ/mol): 516.2
Total charge: +1
F_max (eV/Å): 10.56
Frontier orbital gap (eV): 10.24

Atoms and positions in Å:
C -1.2651 -2.4590 1.0570
C -0.5585 -1.8408 -0.1720
C -1.3851 -0.9842 -1.1644
C -2.0459 -1.9321 -2.3288
C -2.6129 -0.2268 -0.5781
N 0.4734 -0.8282 0.5887
H -2.3891 -2.2868 0.9714
H -1.2870 -1.8747 2.0740
H -1.3146 -3.5765 1.0495
H -0.0215 -2.6093 -0.7569
H -0.7942 -0.1472 -1.6756
H -2.8598 -1.4772 -2.6307
H -2.2275 -2.9058 -1.8690
H -1.5127 -2.0424 -3.2977
H -2.9907 0.2986 -1.3882
H -2.3232 0.4634 0.2056
H -3.3673 -0.9095 -0.1493
H 1.0314 -1.5018 1.2245
H -0.0046 -0.0723 1.1133
H 1.0642 -0.5093 -0.0920
H -2.6688 0.7442 4.7948
H -3.9959 0.2344 4.2352
O -3.0733 0.1255 4.1474
H 1.4632 -3.5447 1.6610
H 2.5927 -3.4652 0.6866
O 2.0288 -2.9696 1.1804
H 2.0843 1.8105 -3.1057
H 1.3773 2.9470 -2.2621
O 2.1376 2.6563 -2.6849
H 4.0426 -4.3723 -0.9855
H 2.7421 -4.1924 -1.6361
O 3.3207 -3.7051 -1.0973
H -1.0182 4.0113 4.0700
H -0.6152 3.0958 2.9391
O -1.1015 3.8559 3.0933
H -4.4998 1.3598 2.6193
H -3.6304 2.5699 2.3149
O -4.4810 2.2370 2.3371
H -2.5851 4.4641 0.7004
H -1.3984 4.2453 1.4538
O -1.9412 3.8188 0.7975
H 2.4348 -0.3780 -2.4392
H 1.0529 -1.0239 -3.0097
O 1.4608 -0.2449 -2.6559
H 0.6002 -5.2680 -2.3138
H 1.5941 -5.2076 -1.0958
O 0.8927 -4.8685 -1.4297
H -0.5664 2.2544 -1.8123
H -0.9071 3.5470 -1.2433
O -0.1364 2.9298 -1.2800
H 0.5295 2.2087 0.5398
H -0.9028 2.0892 1.0440
O 0.0052 1.7170 1.2571
H 4.5996 1.5653 -1.8344
H 3.3651 2.4505 -1.7457
O 4.0315 2.0305 -1.2300
H 3.6035 -0.8437 0.2977
H 3.0877 0.5232 -0.0635
O 3.1694 -0.3600 -0.3837

***

No. 3
DFT (the ωB97M-V functional and the def2-TZVPD basis) results for a 12-piece molecular cluster, C28H58F21N6O20PS5 overall.

Computed properties:
HOMO (spin up / spin down) (eV): -10.27 / -10.27
Expectation value of S²: 0.760
LUMO level (spin up / spin down) (Ha): -0.1255 / -0.2183
Total charge: +1
Multiplicity: 2
F_max (eV/Å): 6.44
Frontier orbital gap (spin up / spin down) (eV): 6.85 / 4.32

Atoms and positions in Å:
C -9.6034 17.8743 4.0351
C -9.1717 16.3670 4.0188
O -8.7741 15.8336 5.0080
N -9.2273 15.5273 2.7551
H -9.4282 16.0916 1.9420
H -8.3042 15.3523 2.3846
C -9.9826 14.1653 2.7269
H -8.6613 18.4164 3.9530
H -10.0990 18.2961 4.9094
H -10.3412 18.2472 3.3247
H -11.0446 14.3608 2.8754
H -9.7891 13.5849 3.6290
H -9.6778 13.7005 1.7893
C -5.6173 20.7487 2.2237
C -4.8289 20.8070 0.9672
O -4.5198 21.8634 0.4949
N -4.6963 19.6028 0.0589
H -4.4413 18.8452 0.6762
H -5.6164 19.2707 -0.1926
C -3.7251 19.7315 -1.1887
H -4.9311 20.7672 3.0704
H -6.2253 19.8470 2.2971
H -6.1626 21.6900 2.1553
H -3.1743 20.6709 -1.1434
H -4.4044 19.8342 -2.0350
H -3.1871 18.7836 -1.1742
C -6.3354 18.6694 6.2139
C -4.8863 18.5767 6.5137
O -4.4567 17.6693 7.1695
N -3.9374 19.6166 5.9663
H -4.5526 20.3353 5.6126
H -3.5064 20.2216 6.6506
C -2.9893 19.1091 4.8938
H -6.5162 19.0912 5.2252
H -6.7164 19.4289 6.8966
H -6.9323 17.7575 6.2252
H -2.5910 19.9557 4.3346
H -3.5812 18.3753 4.3467
H -2.2388 18.5309 5.4328
C -1.9241 22.6823 2.5272
C -0.6173 23.4397 2.4443
O -0.5978 24.6368 2.3672
N 0.6304 22.6226 2.2642
H 1.2542 22.5185 3.0517
H 0.2600 21.6854 2.1955
C 1.3882 22.8035 0.9177
H -2.6014 23.2505 1.8896
H -2.4411 22.8864 3.4648
H -1.8173 21.7040 2.0585
H 2.0855 21.9664 0.9517
H 1.8524 23.7799 1.0565
H 0.7270 22.8669 0.0534
C -4.5193 17.7741 10.8582
C -3.0749 18.2088 10.9281
O -2.1644 17.5163 11.3351
N -2.7093 19.4736 10.1477
H -2.3803 19.2964 9.2093
H -3.6087 19.8832 9.9392
C -1.8246 20.4016 11.0080
H -5.0953 18.1486 11.7044
H -4.6039 16.6907 10.9426
H -4.9279 18.1008 9.9020
H -1.0045 19.7568 11.3239
H -2.5191 20.6748 11.8025
H -1.4707 21.2494 10.4214
C -8.6013 17.8357 9.1354
C -9.6857 16.7419 8.7614
C -9.4003 15.3882 9.4511
N -10.3458 14.2124 9.0239
C -11.8563 14.2512 9.1981
C -10.2343 14.0081 7.4994
C -10.5027 12.5531 7.2373
C -10.0856 11.7854 8.4784
C -9.8136 12.8689 9.5253
H -8.7732 18.7534 8.5730
H -7.6031 17.4500 8.9284
H -8.7486 18.1930 10.1546
H -9.7514 16.6184 7.6804
H -10.6172 17.2062 9.0854
H -9.5573 15.4406 10.5285
H -8.3762 15.0848 9.2334
H -12.2253 14.8866 8.3930
H -11.9910 14.6830 10.1898
H -12.2200 13.2238 9.1825
H -10.9221 14.6621 6.9634
H -9.2327 14.2342 7.1337
H -11.5180 12.4525 6.8537
H -9.8950 12.2628 6.3802
H -10.9105 11.2505 8.9490
H -9.2536 11.1374 8.2027
H -10.1816 12.7733 10.5468
H -8.7616 13.0580 9.7386
C -0.3904 16.1092 7.4688
F -1.1511 15.6089 8.4837
F 0.8015 15.5352 7.4826
F -1.1022 15.7397 6.3578
S -0.1459 17.9554 7.6438
O 0.6312 18.2604 8.8424
O 0.5229 18.3524 6.4104
O -1.5384 18.5333 7.8445
C -7.8871 23.1584 5.2690
F -8.3503 23.0214 6.4850
F -8.5796 22.2950 4.4346
F -8.0192 24.4123 4.8235
S -5.9914 22.8133 5.2035
O -5.4605 23.2462 3.9730
O -5.3775 23.5180 6.3917
O -5.7675 21.3688 5.3672
C -4.1444 15.3853 3.2801
F -4.5225 14.8173 4.4438
F -3.1005 16.1348 3.4479
F -3.8691 14.3334 2.4407
S -5.5510 16.4411 2.4399
O -6.6233 15.5966 2.0146
O -5.9275 17.3866 3.5708
O -4.8134 16.9782 1.3471
C -0.0973 22.5071 7.2204
F 0.3221 23.0623 8.3995
F 0.2529 23.2667 6.2177
F 0.3962 21.2948 6.9722
S -2.0140 22.2559 7.1590
O -2.2354 21.9500 5.7509
O -2.3030 21.2465 8.1039
O -2.7622 23.4747 7.6205
C -0.6522 17.5261 0.7608
F -0.9904 16.6772 1.8303
F 0.6703 17.4764 0.4873
F -1.4101 17.1851 -0.3116
S -0.9469 19.3718 1.2933
O -2.2933 19.3537 1.8938
O 0.1262 19.7250 2.2476
O -0.8815 20.0984 0.0518
P -6.1636 21.4465 9.6180
F -7.0647 21.4494 8.2054
F -5.5984 22.8971 9.1615
F -7.3338 22.0866 10.6247
F -5.1922 21.5078 10.9134
F -6.6172 19.9311 10.1063
F -4.8640 20.9703 8.8104

***

E_tot values, unit eV, following the record order: -75313.971 -33934.050 -200391.153.